[1]
C3H5NO as an isolated structure, computed with the ωB97M-V functional and the def2-TZVPD basis.

```
! RIJCOSX wB97M-V def2-TZVPD def2/J DEFGRID3
* xyz 0 1
O -0.50 0.08 1.88
C -0.23 -0.86 1.03
N 0.08 -0.25 -0.09
C 0.29 -0.19 -1.49
C -0.13 1.05 0.41
H -0.30 -1.92 1.24
H 1.35 -0.15 -1.74
H -0.25 -0.97 -2.04
H -1.06 1.53 0.15
H 0.74 1.67 0.64
*
```

Calculated values
DFT total energy (Ha): -247.12135
HOMO-LUMO gap (eV): 7.6
Energy relative to the best compared isomer or geometry (same formula, charge and spin) (kcal per mole): 116.6

Now the Löwdin charges, all in e:
1 O -0.01
2 C -0.18
3 N -0.22
4 C -0.08
5 C 0.08
6 H 0.15
7 H 0.01
8 H 0.01
9 H 0.12
10 H 0.12

[2]
C32H29AlFN5O5S as an isolated structure in a non-equilibrium geometry, computed with the ωB97M-V functional and the def2-TZVPD basis.

```
! RIJCOSX wB97M-V def2-TZVPD def2/J DEFGRID3
* xyz 2 1
Al -0.68 -1.02 -3.12
O 2.27 -2.10 -2.71
S 2.45 -0.67 -2.63
O 2.93 -0.08 -1.42
N 0.96 -0.13 -2.99
C 0.39 1.15 -3.29
C 0.96 2.39 -3.90
C 0.06 3.36 -4.07
C -1.31 3.31 -3.37
C -2.36 2.27 -3.76
C -3.61 2.23 -4.22
C -4.31 0.95 -4.25
C -3.73 -0.18 -3.77
N -2.48 -0.20 -3.19
C -1.77 1.01 -3.30
C 3.47 -0.10 -3.94
C 4.62 0.61 -3.62
C 5.42 1.09 -4.65
C 5.06 0.86 -5.97
C 3.90 0.15 -6.28
C 3.10 -0.33 -5.26
H 1.97 2.42 -4.28
H 0.31 4.26 -4.61
H -1.73 4.31 -3.28
H -4.12 3.12 -4.58
H -5.31 0.90 -4.64
H -4.27 -1.12 -3.78
H 4.88 0.78 -2.58
H 6.32 1.63 -4.42
H 5.68 1.24 -6.77
H 3.63 -0.02 -7.31
H 2.20 -0.89 -5.49
F -0.42 -4.01 2.76
C -0.36 -2.70 2.46
C -0.53 -2.32 1.17
C -0.53 -0.95 0.83
C -0.66 -0.54 -0.54
O -0.80 -1.48 -1.42
C -0.62 0.84 -0.83
C -0.47 1.70 0.24
N -0.38 1.33 1.52
C -0.23 2.35 2.55
C -1.34 2.55 3.53
C -1.09 3.57 2.47
C -0.38 -0.01 1.86
C -0.19 -0.43 3.18
C -0.15 -1.77 3.51
N 0.09 -2.18 4.82
C 0.70 -3.45 5.18
C -0.31 -4.43 5.73
N -1.03 -3.78 6.90
C -1.64 -2.45 6.52
C -0.55 -1.55 5.95
C -0.73 1.48 -2.20
O -0.98 2.84 -2.03
O -0.65 0.65 -4.23
H -0.66 -3.06 0.40
H -0.42 2.76 0.06
H 0.79 2.47 2.88
H -1.07 2.78 4.55
H -2.22 1.93 3.42
H -0.63 4.51 2.75
H -1.81 3.65 1.67
H 0.01 0.31 3.94
H 1.46 -3.24 5.95
H 1.23 -3.90 4.35
H 0.16 -5.34 6.10
H -1.07 -4.68 4.99
H -0.37 -3.64 7.66
H -1.75 -4.41 7.25
H -2.11 -2.03 7.41
H -2.40 -2.66 5.77
H 0.20 -1.33 6.72
H -1.01 -0.60 5.67
*
```

Calculated values
DFT total energy (Ha): -2626.73051
HOMO-LUMO gap (eV): 6.2
Energy relative to the best compared isomer or geometry (same formula, charge and spin) (kcal per mole): 177.4

Now the Löwdin charges, all in e:
1 Al 0.61
2 O -0.29
3 S 0.63
4 O -0.29
5 N -0.09
6 C -0.32
7 C 0.07
8 C 0.06
9 C -0.13
10 C -0.07
11 C 0.02
12 C -0.06
13 C -0.11
14 N 0.09
15 C -0.33
16 C -0.30
17 C -0.05
18 C -0.05
19 C -0.05
20 C -0.06
21 C -0.06
22 H 0.12
23 H 0.12
24 H 0.16
25 H 0.13
26 H 0.11
27 H 0.12
28 H 0.11
29 H 0.11
30 H 0.11
31 H 0.11
32 H 0.12
33 F 0.08
34 C -0.17
35 C 0.11
36 C -0.04
37 C -0.18
38 O 0.04
39 C 0.04
40 C 0.09
41 N 0.04
42 C -0.24
43 C -0.09
44 C -0.07
45 C -0.10
46 C 0.08
47 C -0.13
48 N -0.08
49 C -0.12
50 C -0.07
51 N 0.07
52 C -0.07
53 C -0.12
54 C -0.22
55 O -0.01
56 O 0.05
57 H 0.15
58 H 0.16
59 H 0.16
60 H 0.11
61 H 0.12
62 H 0.12
63 H 0.12
64 H 0.12
65 H 0.14
66 H 0.14
67 H 0.15
68 H 0.13
69 H 0.19
70 H 0.19
71 H 0.14
72 H 0.15
73 H 0.14
74 H 0.13

[3]
A 8-piece molecular cluster, C41H56BCl2N3O22 overall in a non-equilibrium geometry, computed with the ωB97M-V functional and the def2-TZVPD basis.

```
! RIJCOSX wB97M-V def2-TZVPD def2/J DEFGRID3
* xyz 0 1
C 8.06 0.64 -1.61
B 7.85 2.15 -2.16
O 8.73 2.63 -3.20
C 6.66 3.07 -1.46
C 6.43 2.38 -0.02
N 5.98 2.01 1.03
C 5.27 2.96 -2.32
C 5.57 2.11 -3.65
N 5.76 1.54 -4.69
C 4.09 2.25 -1.48
C 3.27 3.18 -0.62
C 2.15 2.62 0.27
C 2.02 1.07 0.07
C 2.96 0.38 -0.89
N 4.02 0.86 -1.69
C 7.16 4.59 -1.34
Cl 7.25 5.47 -2.96
C 6.28 5.51 -0.36
C 5.21 6.46 -1.07
Cl 7.50 6.65 0.49
H 8.66 0.73 -0.63
H 8.66 0.01 -2.36
H 7.08 0.09 -1.41
H 9.54 2.98 -2.74
H 4.91 3.98 -2.69
H 3.47 4.30 -0.63
H 1.50 3.25 0.95
H 1.24 0.48 0.64
H 2.78 -0.76 -1.01
H 8.23 4.55 -0.91
H 5.75 4.95 0.48
H 5.68 7.48 -1.34
H 4.40 6.69 -0.28
H 4.67 5.99 -1.96
C 2.00 0.73 -4.89
C 1.25 -0.41 -4.22
C 0.50 -1.29 -5.17
O -0.55 -1.80 -4.35
C -0.78 -0.85 -3.40
O -1.73 -0.84 -2.66
O 0.20 0.09 -3.39
H 1.93 0.69 -5.98
H 1.65 1.71 -4.55
H 3.07 0.67 -4.65
H 1.93 -0.98 -3.58
H 1.11 -2.11 -5.56
H 0.05 -0.75 -6.01
C -3.43 1.15 -5.08
C -2.72 2.33 -5.74
C -2.79 2.33 -7.23
O -1.62 3.06 -7.59
C -0.72 2.86 -6.58
O 0.44 3.16 -6.64
O -1.31 2.28 -5.50
H -3.93 0.51 -5.81
H -2.74 0.54 -4.50
H -4.20 1.51 -4.40
H -3.09 3.27 -5.32
H -3.68 2.83 -7.61
H -2.71 1.33 -7.68
C -6.36 1.99 1.04
C -6.01 1.72 -0.42
C -4.57 1.95 -0.77
O -4.63 2.27 -2.15
C -5.86 2.83 -2.36
O -6.18 3.40 -3.37
O -6.67 2.66 -1.28
H -5.48 2.24 1.63
H -7.09 2.79 1.14
H -6.78 1.09 1.49
H -6.35 0.72 -0.71
H -3.96 1.06 -0.60
H -4.12 2.80 -0.24
C -1.14 -3.57 -0.31
C -1.35 -2.80 0.98
C -2.17 -3.52 2.01
O -2.74 -2.45 2.75
C -2.84 -1.40 1.90
O -3.45 -0.39 2.12
O -2.14 -1.63 0.75
H -1.57 -4.58 -0.27
H -1.56 -3.05 -1.17
H -0.07 -3.71 -0.50
H -0.39 -2.48 1.39
H -1.56 -4.16 2.65
H -2.99 -4.12 1.58
C 0.44 -4.09 7.64
C 0.08 -4.35 6.19
C 0.20 -5.78 5.76
O 0.45 -5.65 4.36
C 1.07 -4.45 4.19
O 1.61 -4.10 3.17
O 1.00 -3.70 5.32
H 0.68 -5.01 8.18
H 1.29 -3.40 7.73
H -0.41 -3.64 8.17
H -0.92 -3.95 5.97
H -0.71 -6.35 5.94
H 1.05 -6.30 6.21
C 1.02 1.30 3.79
C 1.27 1.00 5.26
C 2.13 -0.20 5.51
O 1.70 -0.62 6.80
C 0.40 -0.23 6.92
O -0.35 -0.59 7.78
O 0.06 0.63 5.92
H 1.56 0.62 3.13
H -0.05 1.25 3.55
H 1.36 2.31 3.55
H 1.66 1.89 5.77
H 3.20 0.04 5.52
H 1.96 -1.02 4.80
C -8.25 -4.37 0.89
C -7.43 -4.63 2.14
C -6.14 -3.86 2.20
O -5.33 -4.70 3.02
C -5.78 -5.97 2.84
O -5.20 -6.95 3.22
O -6.96 -5.98 2.18
H -7.80 -3.61 0.25
H -8.39 -5.28 0.30
H -9.24 -3.99 1.16
H -8.03 -4.46 3.03
H -6.26 -2.88 2.65
H -5.64 -3.76 1.23
*
```

Calculated values
Structure (SMILES): CB(O)[C@](C#N)([C@@H](C#N)c1ccccn1)[C@@H](Cl)[C@H](C)Cl.C[C@@H]1COC(=O)O1.C[C@@H]1COC(=O)O1.C[C@@H]1COC(=O)O1.C[C@@H]1COC(=O)O1.C[C@@H]1COC(=O)O1.C[C@@H]1COC(=O)O1.C[C@@H]1COC(=O)O1
DFT total energy (Ha): -4360.66123
HOMO-LUMO gap (eV): 9.3

Löwdin atomic charge list, values in e, 99 entries:
1 C -0.03
2 B -0.45
3 O 0.05
4 C -0.25
5 C -0.15
6 N 0.18
7 C -0.13
8 C -0.14
9 N 0.17
10 C -0.24
11 C -0.01
12 C 0.01
13 C -0.03
14 C -0.12
15 N 0.11
16 C -0.59
17 Cl 0.67
18 C -0.66
19 C -0.20
20 Cl 0.54
21 H 0.09
22 H 0.09
23 H 0.08
24 H 0.12
25 H 0.12
26 H 0.09
27 H 0.10
28 H 0.09
29 H 0.11
30 H 0.11
31 H 0.10
32 H 0.07
33 H 0.09
34 H 0.06
35 C -0.01
36 C -0.33
37 C -0.10
38 O 0.06
39 C -0.55
40 O 0.13
41 O 0.08
42 H 0.09
43 H 0.09
44 H 0.05
45 H 0.15
46 H 0.14
47 H 0.14
48 C 0.02
49 C -0.31
50 C -0.11
51 O 0.06
52 C -0.54
53 O 0.14
54 O 0.07
55 H 0.09
56 H 0.07
57 H 0.06
58 H 0.16
59 H 0.14
60 H 0.14
61 C -0.01
62 C -0.33
63 C -0.10
64 O 0.04
65 C -0.54
66 O 0.15
67 O 0.08
68 H 0.08
69 H 0.09
70 H 0.08
71 H 0.16
72 H 0.14
73 H 0.14
74 C 0.00
75 C -0.32
76 C -0.10
77 O 0.06
78 C -0.54
79 O 0.13
80 O 0.08
81 H 0.09
82 H 0.08
83 H 0.09
84 H 0.15
85 H 0.14
86 H 0.13
87 C -0.01
88 C -0.32
89 C -0.10
90 O 0.06
91 C -0.55
92 O 0.14
93 O 0.07
94 H 0.08
95 H 0.09
96 H 0.09
97 H 0.16
98 H 0.15
99 H 0.14